No. 1
{"formula": "C41H43N4O", "method": "ωB97M-V/def2-TZVPD", "species": ["O", "N", "N", "N", "N", "C", "C", "C", "C", "C", "C", "C", "C", "C", "C", "C", "C", "C", "C", "C", "C", "C", "C", "C", "C", "C", "C", "C", "C", "C", "C", "C", "C", "C", "C", "C", "C", "C", "C", "C", "C", "C", "C", "C", "C", "C", "H", "H", "H", "H", "H", "H", "H", "H", "H", "H", "H", "H", "H", "H", "H", "H", "H", "H", "H", "H", "H", "H", "H", "H", "H", "H", "H", "H", "H", "H", "H", "H", "H", "H", "H", "H", "H", "H", "H", "H", "H", "H", "H"], "positions_angstrom": [[3.624, -8.548, 2.458], [4.205, -7.306, 0.597], [2.788, -5.566, 0.783], [3.069, 0.037, 2.391], [0.996, 0.432, 2.824], [2.796, -7.130, -5.714], [1.775, -8.051, -5.996], [-3.236, 0.247, 3.110], [5.121, -6.032, 3.888], [1.763, 1.438, 3.445], [5.333, -8.111, 0.195], [-0.420, 0.369, 2.837], [1.079, -8.662, -4.940], [4.456, -3.895, 2.971], [3.239, -1.956, -2.630], [-1.077, -0.876, 2.894], [2.827, -1.308, -1.428], [1.371, -8.324, -3.622], [3.047, 1.189, 3.172], [-2.572, 1.470, 3.027], [3.924, -6.033, -0.042], [2.872, -3.394, -0.144], [-2.473, -0.922, 3.038], [5.801, -3.528, 2.854], [4.320, -0.507, 1.935], [3.754, -1.227, -3.700], [3.478, -7.570, 1.731], [2.500, -6.422, 1.930], [-4.732, 0.208, 3.271], [3.609, -6.184, -1.511], [2.709, -5.712, 3.269], [3.101, -6.789, -4.394], [3.402, 0.826, -2.468], [2.368, -7.360, -3.324], [6.793, -4.359, 3.388], [2.631, -7.005, -1.938], [2.878, 0.105, -1.400], [3.842, 0.171, -3.627], [2.262, -4.337, 0.654], [2.438, -2.077, -0.277], [-0.356, -2.175, 2.911], [6.451, -5.616, 3.893], [1.823, -0.464, 2.184], [4.124, -5.191, 3.379], [-1.184, 1.552, 2.863], [-0.599, 2.917, 2.706], [0.310, -9.405, -5.150], [0.579, -2.150, 2.312], [0.251, 2.970, 2.014], [3.144, -3.044, -2.709], [1.343, -4.137, 1.214], [4.236, 0.738, -4.472], [5.015, 0.313, 1.717], [-5.061, 0.841, 4.108], [-0.086, -2.480, 3.936], [4.801, -5.366, 0.070], [3.361, -6.678, -6.528], [1.474, -6.812, 1.824], [4.088, -1.747, -4.601], [3.659, -3.180, 2.736], [4.193, -1.101, 1.021], [4.839, -7.015, 4.274], [0.840, -8.793, -2.788], [5.203, -8.462, -0.836], [4.235, -5.603, -2.200], [1.974, -4.905, 3.371], [7.218, -6.286, 4.288], [6.266, -7.528, 0.245], [3.776, -3.706, -0.685], [-0.297, 3.346, 3.672], [-1.392, 3.575, 2.330], [1.535, -8.305, -7.029], [1.983, -7.491, -1.196], [2.516, -6.464, 4.044], [5.403, -8.963, 0.876], [2.523, 0.618, -0.505], [1.336, 2.241, 4.007], [6.077, -2.597, 2.356], [-2.984, -1.887, 3.102], [-5.066, -0.819, 3.450], [-1.026, -2.957, 2.517], [4.775, -1.132, 2.715], [3.906, -6.083, -4.170], [1.802, -1.638, 0.508], [7.833, -4.026, 3.404], [-3.141, 2.403, 3.071], [3.952, 1.702, 3.435], [-5.236, 0.573, 2.363], [3.468, 1.911, -2.409]], "mulliken_charge": [-0.67, 0.45, 0.61, 0.48, 0.40, -0.69, -0.44, 0.53, -0.34, -0.49, -1.05, -0.22, -0.56, 0.77, -0.54, 1.14, 0.39, -0.48, -0.79, -0.87, -0.82, 0.52, -1.07, -0.39, -1.36, -0.74, 0.23, 0.11, -1.51, -1.00, -1.19, -0.39, -0.87, 0.84, -0.84, -0.01, 0.04, -0.37, -1.94, -0.64, -0.65, -0.75, -0.67, -0.04, 1.52, -2.18, 0.38, -0.49, 0.41, 0.60, 0.68, 0.40, 0.45, 0.37, 0.33, 0.73, 0.38, 0.36, 0.39, 0.16, 0.37, 0.45, 0.35, 0.29, 0.43, 0.29, 0.41, 0.36, 0.76, 0.37, 0.46, 0.38, 0.21, 0.67, 0.40, 0.47, 0.49, 0.41, 0.31, 0.34, 0.48, 0.51, 0.29, 0.86, 0.39, 0.42, 0.52, 0.31, 0.41], "lumo_ev": -4.4, "charge": 1, "homo_lumo_gap_ev": 6.11, "e_homo_ha": -0.3856, "energy_ev": -51215.255}


No. 2
{"formula": "C41H44AsF5I2IrNPSb", "method": "ωB97M-V/def2-TZVPD", "species": ["Ir", "I", "I", "Sb", "As", "P", "F", "F", "F", "F", "F", "N", "C", "C", "C", "C", "C", "C", "C", "C", "C", "C", "C", "C", "C", "C", "C", "C", "C", "C", "C", "C", "C", "C", "C", "C", "C", "C", "C", "C", "C", "C", "C", "C", "C", "C", "C", "C", "C", "C", "C", "C", "C", "H", "H", "H", "H", "H", "H", "H", "H", "H", "H", "H", "H", "H", "H", "H", "H", "H", "H", "H", "H", "H", "H", "H", "H", "H", "H", "H", "H", "H", "H", "H", "H", "H", "H", "H", "H", "H", "H", "H", "H", "H", "H", "H", "H"], "positions_angstrom": [[0.521, 1.781, 1.188], [-0.186, 4.173, 2.525], [-1.928, 2.418, 0.207], [2.652, 1.880, 2.736], [-0.867, -0.307, -4.456], [0.657, -0.114, -0.126], [-0.067, 4.307, -1.057], [5.010, 2.647, -1.729], [1.350, 5.317, -2.956], [3.634, 1.597, 0.193], [3.933, 4.539, -3.387], [-0.233, 0.612, 2.811], [3.748, 3.037, -1.588], [2.660, -1.744, 0.870], [1.173, 3.788, -1.184], [-1.195, -3.739, 0.191], [-1.293, -0.903, 4.666], [4.306, 0.574, 2.883], [-3.176, -0.162, -2.614], [-2.697, 1.850, -3.837], [-3.492, -3.229, -5.934], [2.002, 1.951, 4.749], [-0.715, -0.029, 3.629], [-2.400, 0.520, -3.553], [-1.852, -1.091, 0.674], [-2.857, -4.431, -5.651], [1.903, 4.376, -2.205], [-2.822, -2.076, 0.778], [-1.687, -2.020, -4.887], [-4.226, 0.479, -1.973], [-1.052, -3.227, -4.614], [-2.494, -3.404, 0.539], [-2.819, -0.736, 4.620], [-0.884, -2.345, 4.325], [-1.637, -4.429, -4.993], [3.881, -2.398, 0.821], [4.707, -2.244, -0.286], [-0.543, -1.413, 0.314], [4.305, -1.449, -1.349], [-3.761, 2.490, -3.208], [-0.227, -2.752, 0.069], [-1.821, 4.300, 1.175], [3.213, 3.992, -2.427], [-2.908, -2.029, -5.558], [-4.525, 1.805, -2.275], [2.251, -0.946, -0.197], [2.965, 2.482, -0.588], [-0.742, -0.491, 6.037], [3.614, 3.748, 2.485], [3.076, -0.808, -1.311], [0.007, -0.897, -2.763], [1.633, 2.787, -0.324], [0.205, 0.298, -1.844], [-4.839, -0.066, -1.265], [-3.251, -4.173, 0.618], [-2.978, -1.208, -2.405], [-1.196, -1.132, 6.792], [2.770, -0.201, -2.154], [-3.837, -1.806, 1.041], [3.988, -0.459, 2.800], [-4.440, -3.226, -6.454], [-3.310, -5.367, -5.951], [1.084, 2.525, 4.854], [-3.114, 0.288, 4.848], [1.838, 0.938, 5.107], [-2.135, -0.068, 0.876], [4.530, 3.731, 3.076], [4.188, -3.035, 1.641], [-5.367, 2.292, -1.799], [-1.132, -5.363, -4.783], [0.200, -2.461, 4.342], [5.004, 0.807, 2.084], [2.790, 2.416, 5.341], [-3.259, -1.393, 5.370], [0.338, -0.627, 6.092], [2.993, 4.574, 2.826], [-0.655, -1.631, -2.304], [2.010, -1.879, 1.729], [-1.597, 5.060, 0.439], [0.927, 1.022, -2.229], [-0.988, 0.543, 6.278], [-2.111, 2.385, -4.577], [-0.091, -3.248, -4.114], [-4.003, 3.513, -3.465], [0.949, -1.392, -3.000], [4.943, -1.337, -2.215], [-1.309, -3.010, 5.077], [-2.736, 4.497, 1.722], [3.859, 3.889, 1.436], [5.660, -2.754, -0.323], [4.770, 0.742, 3.854], [-0.745, 0.832, -1.766], [-3.216, -1.014, 3.645], [-3.412, -1.097, -5.787], [0.770, -3.030, -0.242], [-0.933, -4.770, -0.008], [-1.258, -2.643, 3.345]], "mulliken_charge": [-1.31, 0.28, 0.34, 0.70, 0.28, 1.34, -0.33, -0.32, -0.29, -0.32, -0.29, 0.88, 0.44, -1.16, 0.25, -0.90, 2.19, -1.29, 0.27, -0.42, -0.67, -1.13, -0.76, -0.04, -0.06, -0.46, 0.31, -0.69, 0.36, -0.78, -0.05, -0.85, -1.48, -1.35, -0.75, -0.59, -0.86, 1.80, -0.92, -0.62, -1.08, -0.91, 0.75, -0.34, -0.65, 0.41, -0.43, -1.76, -1.00, -1.08, -1.09, 1.11, -0.66, 0.43, 0.49, 0.46, 0.47, 0.58, 0.54, 0.35, 0.40, 0.40, 0.35, 0.40, 0.20, -0.38, 0.46, 0.53, 0.44, 0.41, 0.34, 0.36, 0.53, 0.44, 0.32, 0.41, 0.43, 0.74, 0.48, 0.63, 0.39, 0.41, 0.31, 0.48, 0.84, 0.51, 0.47, 0.62, 0.19, 0.46, 0.57, -0.29, 0.25, 0.41, 0.45, 0.51, 0.21], "relative_energy_kcal_mol": 0.0, "lumo_ev": -6.3, "charge": 2, "homo_lumo_gap_ev": 6.18, "e_homo_ha": -0.4577, "energy_ev": -154000.285}


No. 3
{"formula": "C41H44BrN3O5PSc", "method": "ωB97M-V/def2-TZVPD", "species": ["Br", "Sc", "P", "O", "O", "O", "O", "O", "N", "N", "N", "C", "C", "C", "C", "C", "C", "C", "C", "C", "C", "C", "C", "C", "C", "C", "C", "C", "C", "C", "C", "C", "C", "C", "C", "C", "C", "C", "C", "C", "C", "C", "C", "C", "C", "C", "C", "C", "C", "C", "C", "C", "H", "H", "H", "H", "H", "H", "H", "H", "H", "H", "H", "H", "H", "H", "H", "H", "H", "H", "H", "H", "H", "H", "H", "H", "H", "H", "H", "H", "H", "H", "H", "H", "H", "H", "H", "H", "H", "H", "H", "H", "H", "H", "H", "H"], "positions_angstrom": [[0.598, 0.936, 6.158], [-0.683, 0.087, -0.754], [1.234, -2.087, -0.042], [-2.826, 0.756, -2.002], [0.998, 0.427, -1.654], [-2.187, -1.671, -0.411], [-0.959, -1.291, -2.600], [-2.624, 0.643, 0.788], [0.186, 2.970, -0.833], [-0.802, 2.197, -1.122], [-0.105, 0.562, 1.556], [0.698, -3.839, 0.106], [-1.305, -2.665, -2.429], [3.177, -2.493, 3.607], [-3.739, 0.008, -2.809], [4.392, 5.258, 0.700], [3.817, -1.269, 3.715], [-0.371, -1.047, -3.884], [-0.168, -0.394, 3.762], [4.158, 2.116, -1.287], [0.525, 1.869, 3.468], [2.238, -1.837, 1.485], [3.034, 5.522, 0.914], [2.397, -2.782, 2.493], [-3.047, 2.120, -1.964], [0.306, 1.707, 2.115], [-0.169, -4.215, 1.136], [-3.150, -1.688, 0.649], [2.922, -0.622, 1.584], [-4.335, 4.109, -2.325], [2.651, -2.219, -1.205], [1.047, -4.796, -0.847], [1.458, 2.569, -0.772], [-0.343, -0.453, 2.397], [-2.311, -2.799, -1.289], [2.436, 3.517, -0.280], [0.543, -6.087, -0.775], [1.872, 1.342, -1.374], [-1.969, 2.893, -1.525], [4.771, 4.142, -0.005], [-4.235, 2.725, -2.337], [-2.076, 4.284, -1.544], [0.292, 0.794, 4.312], [3.803, 3.254, -0.506], [3.705, -0.340, 2.689], [-3.008, 1.916, 1.315], [3.241, 1.214, -1.729], [-0.311, -6.448, 0.257], [2.068, 4.666, 0.432], [-0.659, -5.510, 1.218], [-3.692, -0.288, 0.866], [-3.252, 4.888, -1.948], [1.929, -3.753, 2.411], [-3.983, -2.344, 0.392], [-0.694, -1.376, 1.952], [-3.331, -2.823, -1.677], [3.545, 0.379, -2.344], [5.138, 5.945, 1.074], [4.231, 0.605, 2.752], [-2.119, -3.723, -0.740], [-0.370, -1.256, 4.382], [2.737, 6.407, 1.460], [-0.406, -3.239, -2.227], [1.017, 4.872, 0.586], [-3.981, 0.552, -3.720], [-3.244, -0.922, -3.072], [-3.226, 1.829, 2.382], [-1.754, -3.046, -3.349], [0.832, -6.814, -1.523], [-0.451, -3.496, 1.898], [-4.446, -0.039, 0.113], [-0.088, 0.001, -3.924], [-1.094, -1.264, -4.673], [-2.680, -2.074, 1.556], [-4.660, -0.213, -2.265], [2.319, -2.209, -2.244], [5.819, 3.937, -0.184], [-1.308, -5.790, 2.039], [0.481, 2.545, 1.456], [3.301, -1.364, -1.037], [0.515, -1.667, -4.028], [-1.227, 4.874, -1.234], [-0.697, -7.457, 0.313], [5.202, 1.970, -1.540], [-3.318, 5.967, -1.980], [3.293, -3.238, 4.383], [-2.179, 2.601, 1.167], [2.850, 0.108, 0.784], [-4.161, -0.240, 1.852], [3.208, -3.128, -0.988], [4.414, -1.045, 4.590], [-3.887, 2.301, 0.794], [-5.265, 4.573, -2.624], [0.866, 2.819, 3.856], [1.723, -4.553, -1.657], [-5.094, 2.139, -2.635]], "mulliken_charge": [-0.07, -0.86, 2.66, 0.56, 0.47, 0.84, 0.84, 0.79, -1.10, 1.87, 2.20, 0.37, -0.80, -0.79, -1.30, -0.69, -0.77, -1.24, -1.25, -0.86, -1.03, 0.69, -0.81, -0.65, 0.69, -0.43, -0.42, -1.03, -0.18, -0.87, -1.60, -0.85, -0.07, -0.20, -0.93, 1.29, -0.88, -0.13, 0.29, -1.09, -0.85, -0.96, -0.70, 0.85, -0.89, -1.28, -0.92, -0.81, -0.65, -0.88, -0.97, -0.86, 0.43, 0.66, -0.04, 0.76, 0.71, 0.43, 0.55, 0.29, 0.61, 0.44, 0.07, 0.38, 0.66, -0.04, 0.40, 0.65, 0.48, 0.52, 0.20, 0.25, 0.36, 0.29, 0.39, 0.36, 0.48, 0.47, 0.30, 0.41, 0.30, 0.52, 0.44, 0.47, 0.44, 0.48, 0.26, -0.19, 0.67, 0.59, 0.44, 0.33, 0.47, 0.62, 0.41, 0.53], "relative_energy_kcal_mol": 3.0, "lumo_ev": -6.1, "charge": 2, "homo_lumo_gap_ev": 6.59, "e_homo_ha": -0.4671, "energy_ev": -157960.625}


No. 4
{"formula": "C41H44ClIrN7O3S", "method": "ωB97M-V/def2-TZVPD", "species": ["Ir", "Cl", "S", "O", "O", "O", "N", "N", "N", "N", "N", "N", "N", "C", "C", "C", "C", "C", "C", "C", "C", "C", "C", "C", "C", "C", "C", "C", "C", "C", "C", "C", "C", "C", "C", "C", "C", "C", "C", "C", "C", "C", "C", "C", "C", "C", "C", "C", "C", "C", "C", "C", "C", "C", "H", "H", "H", "H", "H", "H", "H", "H", "H", "H", "H", "H", "H", "H", "H", "H", "H", "H", "H", "H", "H", "H", "H", "H", "H", "H", "H", "H", "H", "H", "H", "H", "H", "H", "H", "H", "H", "H", "H", "H", "H", "H", "H", "H"], "positions_angstrom": [[0.157, 0.953, 0.691], [3.766, -0.507, 4.912], [-0.587, 2.661, 2.035], [-4.787, -1.305, 5.886], [-1.529, 0.426, -0.361], [0.126, -0.958, -0.624], [-4.525, -2.967, 4.370], [-3.382, -0.912, 4.154], [0.153, 2.495, -0.820], [-0.481, -0.517, 2.019], [4.554, 1.140, -1.818], [1.811, 1.265, 1.990], [3.208, 0.076, -0.276], [-3.350, -2.804, -3.740], [3.330, 0.654, 3.714], [-4.332, -5.369, 1.585], [-4.454, -3.455, 3.040], [-3.053, -0.854, -2.369], [-4.493, -2.627, 1.923], [-1.061, -0.639, -0.897], [-4.349, -4.554, 0.457], [-4.270, -1.718, 4.872], [-1.626, -2.531, 3.541], [-1.565, 5.795, -1.092], [-4.426, -3.179, 0.653], [-1.463, -2.670, -2.260], [5.547, 1.120, -2.886], [-1.603, -0.296, 2.709], [-1.957, 5.976, 0.205], [3.645, 2.685, 2.548], [-2.218, -1.274, 3.485], [-1.892, -1.412, -1.845], [-3.781, -1.553, -3.319], [-1.672, 4.995, 1.166], [-0.543, 3.655, -0.494], [4.069, 1.806, 3.529], [1.162, 1.045, -2.541], [4.930, -1.245, -1.430], [0.064, -1.745, 2.041], [-0.487, 4.382, -2.799], [-2.195, -3.365, -3.208], [-4.298, -5.135, -0.929], [0.153, 3.228, -3.102], [-0.987, 3.850, 0.829], [-4.375, -4.831, 2.861], [4.915, 3.311, -0.691], [-0.482, -2.758, 2.798], [4.944, 0.815, -4.252], [4.164, 0.023, -1.140], [0.467, 2.286, -2.091], [-0.865, 4.628, -1.461], [2.524, 2.385, 1.805], [2.214, 0.414, 2.931], [3.972, 2.437, -1.506], [1.523, 0.443, -1.716], [-1.792, 6.530, -1.854], [3.091, -0.842, 0.140], [5.721, 0.783, -5.017], [-3.456, 0.054, 4.437], [3.705, 2.938, -2.443], [-2.029, 0.695, 2.633], [0.441, 2.993, -4.117], [6.344, 0.418, -2.646], [5.814, 3.573, -1.251], [-4.284, -6.445, 1.467], [4.425, -0.144, -4.253], [4.178, 3.606, 2.361], [-3.371, -4.857, -1.434], [-3.916, -3.345, -4.487], [6.014, 2.105, -2.910], [-1.997, 5.132, 2.189], [4.940, 2.005, 4.137], [-2.497, 6.866, 0.497], [-4.454, -2.519, -0.208], [-1.865, -4.342, -3.537], [0.475, 0.449, -3.149], [-0.555, -3.083, -1.841], [-4.682, -1.122, -3.735], [1.643, -0.482, 3.096], [-0.005, -3.728, 2.806], [5.074, -1.416, -2.495], [5.916, -1.203, -0.964], [-3.373, 0.123, -2.030], [2.160, 3.059, 1.045], [4.227, 1.587, -4.539], [-5.031, -3.538, 5.030], [-2.050, -3.316, 4.148], [-5.123, -4.764, -1.539], [-4.358, -6.222, -0.903], [2.003, 1.314, -3.182], [-0.730, 5.110, -3.564], [4.391, -2.096, -1.020], [5.221, 2.786, 0.214], [0.941, -1.894, 1.431], [-4.352, -5.483, 3.727], [4.423, 4.244, -0.408], [-4.594, -1.557, 2.038], [3.051, 2.259, -0.956]], "mulliken_charge": [2.30, -0.22, -0.58, -0.65, -1.11, -0.86, -0.04, -0.07, 0.23, 0.57, 0.35, 0.47, -0.14, -0.29, -0.05, -0.89, -0.01, -0.24, -0.21, 0.99, 0.66, 0.25, -0.42, -0.95, -0.22, -0.29, -0.93, -0.42, -0.77, -0.92, -0.11, 0.19, -0.79, -0.74, -0.76, -0.45, -1.03, -1.74, -0.15, -1.04, -0.91, -1.14, -1.22, 1.06, -0.63, -1.49, -1.44, -1.12, 0.96, 1.29, 0.94, -0.15, -0.56, 0.78, -0.54, 0.42, -0.11, 0.44, 0.25, 0.34, 0.49, 0.61, 0.59, 0.45, 0.34, 0.26, 0.58, 0.05, 0.46, 0.33, 0.48, 0.48, 0.41, 0.39, 0.45, 0.53, 0.47, 0.44, 0.60, 0.53, 0.36, 0.27, 0.49, 0.27, 0.29, 0.26, 0.62, 0.34, 0.38, 0.42, 0.44, 0.47, 0.32, 0.62, 0.43, 0.41, 0.57, -1.03], "relative_energy_kcal_mol": 0.0, "lumo_ev": -2.4, "charge": 1, "homo_lumo_gap_ev": 7.45, "e_homo_ha": -0.3633, "energy_ev": -86000.410}